# 1
The following is a quantum chemistry calculation of a structure of composition C24H15Cl2N4O2PdS in a non-equilibrium geometry, from the OMol25 dataset.

The geometry in XYZ format:
```
49
Properties=species:S:1:pos:R:3:forces:R:3
Pd 0.182594 0.511729 -0.175101 1.090 1.318 0.586
Cl -3.936950 6.178572 0.328844 -0.025 -0.035 0.003
C -2.601879 5.125868 0.210208 0.201 0.041 0.013
C -2.786097 3.796831 0.264085 0.120 -0.099 -0.035
C -1.648487 2.901769 0.170742 0.125 0.324 -0.379
N -1.680240 1.613774 0.262344 0.095 -0.541 0.451
C -2.881841 0.898392 0.585767 -0.007 0.046 -0.094
O -3.736354 1.357600 1.292910 0.069 -0.059 0.081
C -2.958126 -0.463115 -0.022475 0.106 0.089 0.015
C -4.071021 -1.242004 0.237891 0.025 -0.024 -0.014
C -4.153272 -2.485907 -0.371413 0.065 0.021 -0.029
C -3.137857 -2.866537 -1.230050 -0.040 0.012 0.055
C -2.064713 -2.006334 -1.429730 -0.047 0.059 -0.070
N -1.952846 -0.830647 -0.823823 -0.342 -0.023 -0.222
C -0.286474 3.512763 -0.088772 -0.325 0.056 0.361
C -0.153904 4.947250 -0.060956 0.083 -0.169 0.104
C -1.252887 5.714705 0.064951 -0.198 -0.071 0.016
Cl -1.109748 7.409706 0.034500 0.041 -0.024 -0.005
N 0.646805 2.643113 -0.299601 -0.485 -0.420 -1.034
C 2.010436 2.924080 -0.539433 -0.147 -0.062 0.120
O 2.464351 3.999695 -0.815204 0.041 -0.020 0.041
C 2.847875 1.682419 -0.444766 0.075 0.201 -0.156
C 4.217590 1.829532 -0.361234 -0.054 -0.070 -0.085
C 5.013158 0.693497 -0.321808 0.012 0.005 0.005
C 4.400427 -0.540151 -0.402739 -0.044 0.021 -0.059
C 3.016473 -0.607641 -0.485787 0.025 -0.074 0.025
N 2.243156 0.477273 -0.489414 -0.144 -0.282 0.469
H -3.772453 3.390107 0.416656 0.018 0.019 -0.038
H -4.840739 -0.867686 0.896708 -0.009 -0.001 0.008
H -4.997655 -3.134975 -0.187046 -0.013 -0.009 -0.004
H -3.160138 -3.817644 -1.741838 -0.013 -0.023 -0.006
H -1.270935 -2.281381 -2.111264 -0.042 0.013 0.000
H 0.817704 5.395513 -0.199314 -0.049 -0.035 0.003
H 4.632970 2.826367 -0.336425 -0.014 0.017 -0.001
H 6.087871 0.777069 -0.239580 0.008 0.000 0.000
H 4.970082 -1.458010 -0.394024 -0.004 -0.009 0.000
H 2.517890 -1.561590 -0.538791 -0.047 -0.041 0.069
S 0.287271 -0.958846 1.581237 -0.150 -0.222 -0.321
C 0.710989 -2.595750 1.061117 -0.099 0.061 0.137
C 1.038581 -3.498435 2.075682 0.016 -0.050 -0.040
C 1.361131 -4.809098 1.767991 -0.003 -0.010 -0.035
C 1.374310 -5.245045 0.447848 -0.022 0.058 0.007
C 1.057491 -4.350479 -0.562402 0.015 -0.051 0.040
C 0.723050 -3.037144 -0.258628 0.034 0.129 -0.097
H 1.036132 -3.171933 3.107420 0.004 0.026 0.014
H 1.608853 -5.494092 2.567910 0.001 -0.015 0.002
H 1.632031 -6.267738 0.211925 0.002 -0.021 -0.003
H 1.065561 -4.672896 -1.595589 0.012 -0.006 -0.023
H 0.489813 -2.342531 -1.059510 0.041 -0.051 0.124
```
Forces are in eV/Å.

Computed properties:
- net charge = +1
- strongest force on any atom (eV/Å) = 1.81
- E_HOMO (eV) = -10.315
- frontier orbital gap (Ha) = 0.1686

Results of the natural (NBO) charge analysis, in e, for atoms 1 through 2:
1 Pd 0.83
2 Cl 0.12

***

# 2
The following is a quantum chemistry calculation of a cluster of 5 separate species, C20H53N3O8 in total in a non-equilibrium geometry, from the OMol25 dataset.

The geometry in XYZ format:
```
84
Properties=species:S:1:pos:R:3:forces:R:3
C -8.772648 -0.658053 7.829700 0.322 -0.301 -0.322
O -9.132042 -0.370364 6.489438 -0.010 0.443 0.209
C -8.123576 0.309315 5.793449 1.079 0.157 -0.990
C -7.006782 -0.643170 5.327481 -0.926 -0.116 -0.400
N -6.206964 0.027504 4.304090 0.614 -0.343 0.803
C -5.123843 -0.845664 3.872265 0.241 -0.693 -0.753
C -4.040361 -0.157125 3.056289 -0.603 1.003 0.371
O -4.565841 0.327948 1.832603 0.130 -1.116 0.081
C -3.583606 0.521404 0.841261 -0.301 1.039 -0.638
H -8.838290 0.236251 8.452559 -0.144 -0.064 0.131
H -7.751766 -1.050153 7.888125 0.051 0.124 0.020
H -9.412222 -1.468923 8.172404 -0.252 0.273 0.141
H -7.660159 1.195752 6.249125 -0.162 -0.343 0.962
H -8.514043 0.800678 4.896405 -0.616 -0.559 -0.077
H -7.489793 -1.550838 4.930831 -0.184 0.057 -0.128
H -6.416773 -1.049812 6.149783 0.416 0.571 0.029
H -6.805548 0.170892 3.499570 0.037 0.217 -0.020
H -5.555279 -1.690317 3.311848 0.220 0.015 -0.298
H -4.613518 -1.353354 4.694946 -0.168 0.456 0.431
H -3.162498 -0.792160 2.931972 -0.100 -0.325 -0.316
H -3.710572 0.720317 3.624780 0.168 0.004 0.218
H -4.125993 0.697747 -0.090569 0.009 -0.127 0.010
H -2.882069 -0.297955 0.668593 -0.112 -0.187 0.402
H -3.020855 1.442131 1.026396 0.245 -0.184 0.146
C -0.148663 -0.551074 3.843427 -0.103 -0.412 0.624
O 0.703113 0.247882 3.047398 -0.279 0.068 0.691
C 1.266044 1.290090 3.808431 1.031 0.699 0.109
C 2.235723 2.089418 2.939598 -0.452 -0.014 0.288
N 3.350826 1.343421 2.358189 -0.911 -0.304 0.585
C 4.342342 0.880367 3.334779 0.881 0.532 -0.788
C 5.270967 1.998205 3.791389 -0.702 0.932 0.504
O 5.729368 2.679611 2.646603 0.580 -0.636 -0.721
C 6.640767 3.726278 2.911891 -0.266 -0.292 -0.162
H -0.779208 0.023154 4.532026 0.041 0.336 -0.256
H 0.454779 -1.203658 4.484995 -0.028 -0.142 -0.157
H -0.814198 -1.144867 3.221353 0.245 -0.016 -0.229
H 1.780181 0.955086 4.720596 -0.041 -0.597 -0.186
H 0.518312 1.994202 4.193154 -0.290 -0.096 -0.287
H 2.594528 2.918964 3.561269 -0.110 0.146 0.004
H 1.610663 2.505410 2.147913 0.315 0.103 -0.236
H 3.768330 1.960915 1.675301 0.428 -0.242 -0.029
H 4.972041 0.150906 2.820648 -0.033 -0.107 0.043
H 3.886244 0.355543 4.171978 -0.169 0.163 0.028
H 6.059265 1.610056 4.446904 0.218 0.001 -0.259
H 4.733019 2.776958 4.358666 -0.109 -0.370 0.395
H 6.121853 4.448306 3.548586 0.496 0.198 0.229
H 6.924053 4.196804 1.971947 -0.331 -0.001 -0.103
H 7.575785 3.335361 3.321817 -0.121 0.117 0.482
C 1.325506 -3.459993 -11.742538 0.306 -0.354 0.283
O 1.944039 -2.277446 -11.293772 -0.620 -0.029 0.201
C 3.038628 -2.499836 -10.420824 0.364 0.348 -0.335
C 3.197516 -1.249280 -9.556372 0.620 -0.659 -0.892
N 2.315600 -1.293064 -8.411589 -0.039 0.633 -0.010
C 2.446464 -0.071395 -7.619587 0.001 -0.581 1.330
C 1.670769 -0.213040 -6.296306 -0.690 -0.552 -0.884
O 2.152885 0.661647 -5.321261 0.399 0.199 0.000
C 1.322060 0.772474 -4.188892 0.477 0.634 0.245
H 2.017182 -4.070187 -12.333423 -0.007 0.027 -0.157
H 0.448448 -3.219883 -12.336563 0.062 0.206 -0.062
H 1.010793 -4.075953 -10.892681 -0.085 0.003 0.034
H 3.920572 -2.677873 -11.048371 0.180 0.136 0.131
H 2.918089 -3.398366 -9.807357 -0.301 0.082 0.123
H 3.082998 -0.393562 -10.238246 -0.419 0.123 0.120
H 4.243105 -1.162149 -9.247341 -0.082 -0.250 0.407
H 1.360387 -1.373602 -8.746806 0.007 -0.042 -0.034
H 2.127263 0.833634 -8.142256 0.181 0.124 -0.079
H 3.489603 -0.002444 -7.304510 0.116 0.276 -0.324
H 1.725245 -1.255420 -5.960271 0.251 -0.027 0.048
H 0.605901 -0.051186 -6.523382 -0.094 0.267 0.247
H 1.899267 1.221569 -3.378053 0.273 -0.083 -0.128
H 0.986119 -0.195924 -3.814232 -0.373 -0.020 -0.238
H 0.538299 1.507096 -4.390924 -0.526 -0.465 -0.008
C 0.625311 1.025442 -0.251946 0.156 0.014 0.214
O -0.389523 1.065435 0.738017 0.076 0.004 0.108
H 1.178707 1.971850 -0.308768 0.165 -0.074 0.235
H 1.295317 0.196955 -0.009260 0.292 0.130 -0.386
H 0.218562 0.898027 -1.257092 -0.333 -0.270 0.184
H 0.025504 0.755689 1.577889 -0.402 0.271 -0.662
C 2.326854 -2.159346 1.838252 -0.719 0.177 0.458
O 3.333232 -1.311004 1.362301 0.364 0.255 0.149
H 2.035145 -1.966149 2.878976 0.370 0.031 0.057
H 1.382480 -2.034856 1.292727 0.083 -0.132 -0.281
H 2.640339 -3.200577 1.786793 0.137 0.013 -0.217
H 3.260250 -0.406711 1.755469 -0.437 -0.488 -0.454
```
Forces are in eV/Å.

Computed properties:
- net charge = 0
- strongest force on any atom (eV/Å) = 1.47
- E_HOMO (eV) = -8.955
- structure (SMILES) = COCCNCCOC.COCCNCCOC.COCCNCCOC.CO.CO
- frontier orbital gap (Ha) = 0.3511

Results of the Mulliken charge analysis, in e, for atoms 1 through 2:
1 C -0.62
2 O -0.35

***

# 3
The following is a quantum chemistry calculation of a cluster of 2 separate species, C28H53FN3O4P in total in a non-equilibrium geometry, from the OMol25 dataset.

The geometry in XYZ format:
```
90
Properties=species:S:1:pos:R:3:forces:R:3
C -3.077147 5.234383 1.370776 0.935 -0.971 0.002
C -2.100376 4.536238 1.492539 -0.443 0.377 0.068
C -0.966968 3.572231 1.660573 -1.345 1.911 0.145
P 0.559594 4.599102 1.276416 1.913 -0.573 0.009
C 0.671165 5.704066 2.756559 -0.751 -0.220 -0.064
C 0.128136 5.738766 -0.094866 -1.068 -0.107 -0.567
C -0.426847 4.966678 -1.318716 0.191 -0.267 0.949
C -1.248135 3.028824 3.096511 -1.500 0.402 -1.414
F -0.249830 2.604872 3.847410 0.898 -0.341 0.570
N -2.217970 1.960965 2.757103 -0.748 0.662 0.913
C -2.455563 1.962295 1.424281 1.499 -0.090 0.847
N -3.528585 1.589819 0.824407 0.228 -0.186 0.414
C -4.656107 0.980640 1.507921 -0.890 -0.549 -0.382
C -5.155756 -0.272060 0.760055 0.425 -0.154 -0.300
C -4.914045 -0.232391 -0.747781 -0.576 0.564 0.013
C -5.774290 0.814125 -1.391899 -0.484 -0.184 -0.514
O -6.321185 1.691229 -0.789480 -0.141 0.511 0.497
O -5.941969 0.717154 -2.745802 0.322 -0.135 0.437
C -4.918883 1.404406 -3.464053 0.315 0.584 -1.192
C -5.493102 2.472769 -4.382323 -0.285 0.176 0.090
N -1.349416 2.475691 0.795610 0.333 -0.222 -1.600
C -0.348972 1.492256 0.313875 0.667 -0.751 0.227
C 0.760999 1.133646 1.314071 -0.314 -0.485 0.481
C 0.440746 0.058444 2.367675 0.167 -0.377 -0.363
C 0.156390 -1.354498 1.799815 0.644 0.504 0.741
C 1.375267 -2.290408 1.950037 -0.245 -0.296 -1.078
C 1.670426 -2.981833 0.598613 0.073 -0.273 1.044
C 2.296187 -4.366453 0.797193 -0.232 0.502 -1.036
C 2.792146 -4.891351 -0.572968 0.773 0.477 1.397
C 4.271814 -4.481512 -0.737154 -0.952 -0.850 -0.344
C 4.890287 -5.235056 -1.915223 -0.088 0.990 -0.312
C 6.162853 -4.594581 -2.514970 -0.018 -0.547 0.863
C 6.952523 -3.736206 -1.543953 -0.026 -0.141 -0.774
O 7.436315 -4.554631 -0.506536 0.277 -0.160 -0.090
C 8.588042 -4.029784 0.103019 -0.121 -0.055 0.450
H -4.006330 5.687702 1.181043 -0.387 0.534 -0.002
H 0.223722 5.237273 3.629187 0.028 -0.196 0.139
H 1.709838 5.885845 2.998549 0.197 0.095 -0.126
H 0.135468 6.638112 2.613770 0.036 0.190 -0.115
H -0.582330 6.517042 0.182694 -0.004 0.083 0.224
H 1.035208 6.233217 -0.425455 0.409 -0.005 0.405
H -0.047018 3.948311 -1.266848 0.093 -0.125 -0.439
H -1.505780 4.893051 -1.256965 -0.194 0.055 -0.121
H -0.125870 5.425700 -2.247957 -0.005 0.076 -0.245
H -1.849969 3.796881 3.567096 0.413 0.136 0.893
H -3.002267 1.987660 3.392533 -0.161 -0.390 -0.045
H -3.517369 1.746769 -0.171723 -0.197 -0.104 -0.126
H -5.454522 1.706047 1.614514 -0.041 0.230 -0.209
H -4.367060 0.677121 2.503342 0.348 -0.013 0.206
H -6.216640 -0.420151 0.931765 -0.157 0.186 0.189
H -4.652919 -1.141601 1.168194 0.208 -0.172 -0.032
H -5.095577 -1.174507 -1.247891 0.090 -0.247 0.071
H -3.892180 0.041553 -1.002136 0.344 -0.453 -0.131
H -4.370649 0.708517 -4.088809 0.085 -0.470 0.233
H -4.202565 1.897740 -2.807285 0.075 -0.240 0.330
H -4.882511 2.602565 -5.269622 0.257 -0.038 -0.060
H -5.561506 3.437299 -3.889345 -0.133 0.124 0.123
H -6.485962 2.201547 -4.724421 -0.159 -0.154 0.009
H 0.124837 1.829700 -0.600775 -0.241 0.378 -0.154
H -0.860953 0.561491 0.036070 -0.170 0.126 -0.274
H 1.172786 1.988830 1.847518 -0.049 0.256 -0.272
H 1.576382 0.736486 0.713708 0.156 -0.003 -0.170
H -0.342154 0.343667 3.064256 -0.073 0.191 -0.134
H 1.346993 -0.034800 2.965205 0.006 0.146 0.268
H -0.102815 -1.334049 0.741880 -0.374 0.164 -0.063
H -0.671934 -1.745380 2.383979 -0.262 -0.318 -0.250
H 1.214219 -3.063484 2.700916 -0.121 0.049 0.188
H 2.278691 -1.747486 2.233652 -0.053 0.108 0.200
H 2.324612 -2.314128 0.036803 0.043 -0.119 -0.286
H 0.750168 -3.102489 0.029824 -0.055 0.100 -0.123
H 1.534730 -5.017195 1.220352 -0.076 -0.134 0.137
H 3.121519 -4.295169 1.504370 0.105 -0.153 0.119
H 2.200660 -4.399343 -1.336261 -0.219 -0.338 -0.389
H 2.708458 -5.974155 -0.608060 -0.110 -0.150 -0.281
H 4.280381 -3.402160 -0.860186 0.265 0.171 -0.057
H 4.769357 -4.749235 0.189126 0.379 0.177 0.079
H 5.053462 -6.266774 -1.624263 0.164 -0.154 0.078
H 4.139068 -5.249607 -2.704586 -0.093 -0.184 -0.122
H 6.835523 -5.401964 -2.793660 0.135 -0.037 -0.345
H 5.942611 -4.011966 -3.401922 -0.141 0.166 -0.146
H 6.361300 -2.899478 -1.173234 -0.072 0.115 0.258
H 7.783661 -3.313049 -2.116990 0.212 0.107 0.123
H 8.310105 -3.299457 0.866188 0.119 0.274 -0.016
H 9.264876 -3.584137 -0.624065 0.047 0.179 -0.131
H 9.130738 -4.827464 0.602542 -0.101 -0.230 0.029
C -2.276333 -1.924622 -1.756639 -0.365 -0.207 0.009
O -1.147564 -1.198989 -1.802977 -0.117 0.344 0.458
H -2.798826 -1.973089 -0.752318 0.115 0.038 0.161
H -3.110445 -1.575375 -2.425758 0.040 0.124 -0.152
H -2.207071 -3.006659 -2.027655 0.331 -0.016 -0.037
```
Forces are in eV/Å.

Computed properties:
- net charge = 0
- strongest force on any atom (eV/Å) = 2.34
- E_HOMO (eV) = -5.472
- frontier orbital gap (Ha) = 0.1946

Results of the Mulliken charge analysis, in e, for atoms 1 through 2:
1 C -0.32
2 C -1.50